Record 1
{"formula": "C13H14N3OS", "method": "ωB97M-V with the def2-TZVPD basis set", "orbital_gap_ev": 8.986, "relative_energy_kcal_mol": 258.89, "e_homo_ev": -12.53, "mol_weight_g_mol": 260.34, "spin_multiplicity": 1, "total_charge": 1, "species": ["C", "H", "H", "H", "C", "C", "C", "C", "C", "N", "C", "N", "C", "S", "H", "N", "H", "H", "C", "C", "C", "C", "C", "O", "H", "H", "H", "H", "H", "H", "H", "H"], "xyz": [[2.6775, 1.7426, 3.2435], [1.8087, 2.3819, 2.8737], [3.1262, 2.0369, 3.9974], [3.4878, 1.8611, 2.3651], [2.4542, 0.4671, 3.3058], [1.7515, -0.2596, 2.3050], [1.4271, 0.3357, 1.2014], [0.9946, -0.7260, 0.0361], [0.5449, -0.6833, -1.2307], [-0.0744, -1.6356, -1.8775], [-0.1258, -3.0425, -1.1478], [0.3604, -3.1361, 0.0503], [0.8032, -1.8220, 0.6045], [1.2437, -2.1194, 2.3267], [-0.4578, -3.6617, -1.8181], [0.3755, 0.6185, -1.8548], [0.1863, 0.4459, -2.9447], [1.2795, 1.1414, -1.8539], [-0.7551, 1.3965, -1.6898], [-2.0730, 0.7116, -1.5286], [-2.8471, 0.6309, -2.6487], [-3.9557, -0.3573, -1.9230], [-3.5506, -0.7156, -0.8240], [-2.4331, -0.0526, -0.3950], [-3.7740, -1.4112, -0.2958], [-4.8653, -0.5992, -2.6788], [-2.9449, 1.2958, -3.5744], [-0.7499, 2.2039, -2.2836], [-0.5452, 1.8409, -0.4026], [1.6237, 1.2802, 0.8064], [1.6675, 0.1133, 4.2031], [3.3397, -0.2819, 3.6530]]}

Record 2
{"formula": "C13H14N8O4", "method": "ωB97M-V with the def2-TZVPD basis set", "orbital_gap_ev": 8.136, "e_homo_ev": -7.98, "mol_weight_g_mol": 346.31, "spin_multiplicity": 1, "smiles": "COCc1c(C(=O)N/N=C/c2ccc(C)o2)nnn1-c1nonc1N", "species": ["C", "O", "C", "C", "C", "C", "O", "N", "N", "C", "C", "C", "C", "C", "C", "O", "N", "N", "N", "C", "N", "O", "N", "C", "N", "H", "H", "H", "H", "H", "H", "H", "H", "H", "H", "H", "H", "H", "H"], "xyz": [[-4.2468, -1.8543, 1.6565], [-4.0787, -1.8048, 0.2558], [-2.7591, -1.5275, -0.1489], [-2.3964, -0.0828, -0.0866], [-1.1451, 0.5157, -0.0698], [0.1708, -0.1484, -0.0957], [0.2941, -1.3534, -0.1581], [1.1852, 0.7593, -0.0338], [2.4768, 0.4083, -0.0430], [3.3600, 1.3257, 0.0177], [4.7578, 1.0362, 0.0101], [5.8306, 1.9000, 0.0707], [6.9852, 1.0966, 0.0290], [6.5481, -0.1999, -0.0538], [7.2940, -1.4816, -0.1315], [5.2072, -0.2372, -0.0653], [-1.3297, 1.8580, -0.0067], [-2.5673, 2.1195, 0.0260], [-3.2576, 0.9675, -0.0265], [-4.6440, 0.9654, 0.0204], [-5.3167, 1.5836, 0.9505], [-6.6024, 1.4185, 0.6744], [-6.7845, 0.6785, -0.4420], [-5.5941, 0.3707, -0.8946], [-5.3516, -0.2841, -2.0511], [-4.0140, -0.8939, 2.1300], [-5.2939, -2.0952, 1.8279], [-3.6130, -2.6308, 2.0967], [-2.0221, -2.0881, 0.4429], [-2.6667, -1.8788, -1.1849], [0.9193, 1.7481, 0.0193], [3.0980, 2.3899, 0.0781], [5.7868, 2.9681, 0.1364], [8.0030, 1.4282, 0.0566], [8.3602, -1.2961, -0.0450], [6.9763, -2.1499, 0.6673], [7.0920, -1.9787, -1.0797], [-6.1604, -0.7311, -2.4537], [-4.5014, -0.8212, -2.0957]]}

Record 3
{"formula": "C13H14O", "method": "ωB97M-V with the def2-TZVPD basis set", "orbital_gap_ev": 9.569, "relative_energy_kcal_mol": 104.40, "e_homo_ev": -8.52, "mol_weight_g_mol": 186.25, "spin_multiplicity": 1, "species": ["C", "C", "C", "C", "C", "C", "C", "C", "C", "C", "C", "C", "C", "O", "H", "H", "H", "H", "H", "H", "H", "H", "H", "H", "H", "H", "H", "H"], "xyz": [[1.0518, 0.7350, -2.0747], [-0.2398, 1.2052, -2.0227], [0.8521, 1.9046, 1.1854], [1.5157, 0.6064, 0.7631], [-0.5680, 1.5947, 0.7077], [0.5201, -0.4898, 1.3556], [-0.8935, 0.2089, 1.2650], [0.8995, 0.2674, -0.6371], [-0.5270, 0.7990, -0.6562], [0.6402, -1.1311, -0.0125], [-1.4156, -0.3921, -0.1189], [1.7238, -2.2825, -0.1268], [-2.8336, -0.7377, -0.4185], [-0.6396, -1.5197, -0.3713], [1.7292, 0.5867, -2.9129], [-0.7121, 1.7009, -2.8831], [0.9046, 1.9230, 2.2297], [1.2352, 3.0042, 0.8085], [2.6325, 0.5933, 0.8333], [-1.3482, 2.3744, 0.7892], [0.7022, -1.0636, 2.2667], [-1.5354, -0.0719, 2.0888], [1.8697, -2.8119, 0.7591], [2.6821, -1.7780, -0.3948], [1.3052, -2.9479, -0.8498], [-3.5078, -0.4187, 0.3782], [-2.8593, -1.7310, -0.6415], [-3.1839, -0.1279, -1.3096]]}

Record 4
{"formula": "C13H15Br2CeClNO4", "method": "ωB97M-V with the def2-TZVPD basis set", "orbital_gap_ev": [5.426, 5.675], "relative_energy_kcal_mol": 1.16, "s2": 0.754, "e_homo_ev": [-2.31, -2.29], "mol_weight_g_mol": 584.64, "spin_multiplicity": 2, "total_charge": -2, "species": ["Ce", "Br", "C", "Br", "H", "H", "O", "C", "O", "C", "C", "C", "N", "C", "C", "C", "O", "O", "H", "H", "H", "Cl", "C", "C", "C", "C", "C", "H", "H", "H", "H", "H", "H", "H", "H", "H", "H"], "xyz": [[0.1702, -0.0300, 0.1995], [-0.6431, -0.1810, 2.9265], [2.4879, 0.1430, 1.3808], [4.1274, 0.3197, 0.2576], [2.7002, -0.7363, 1.9932], [2.5384, 1.0160, 2.0374], [-0.1319, 2.8472, -6.5639], [-0.0482, 1.6224, -6.3648], [-0.1049, 0.6622, -7.1600], [0.2069, 1.2099, -4.8796], [0.5227, -0.1051, -4.5580], [0.6888, -0.4569, -3.2324], [0.5278, 0.4117, -2.2278], [0.2495, 1.6914, -2.5327], [0.0984, 2.1253, -3.8409], [0.0725, 2.6607, -1.3574], [-0.0495, 3.8489, -1.5992], [0.0546, 2.1055, -0.1939], [0.6158, -0.8303, -5.3544], [0.9406, -1.4708, -2.9402], [-0.1087, 3.1650, -4.0470], [0.5982, -2.5860, -0.2490], [-2.9116, -0.8816, -2.5010], [-3.3219, -1.1372, -1.0420], [-3.0462, -2.6222, -0.6910], [-4.8215, -0.8613, -0.8496], [-2.4467, -0.3763, -0.1191], [-3.5398, -1.4663, -3.1769], [-1.8726, -1.1658, -2.6608], [-3.0203, 0.1741, -2.7559], [-3.6023, -3.2429, -1.3981], [-3.3817, -2.8522, 0.3223], [-1.9890, -2.8662, -0.7625], [-5.4186, -1.4712, -1.5323], [-5.0479, 0.1897, -1.0448], [-5.1229, -1.0947, 0.1736], [-3.0476, -0.0776, 0.7566]]}

Record 5
{"formula": "C13H15CaClN5O6", "method": "ωB97M-V with the def2-TZVPD basis set", "orbital_gap_ev": 7.892, "relative_energy_kcal_mol": 21.63, "e_homo_ev": -12.15, "mol_weight_g_mol": 412.82, "spin_multiplicity": 1, "total_charge": 1, "species": ["Ca", "C", "O", "C", "O", "N", "N", "H", "H", "H", "H", "H", "H", "C", "C", "C", "C", "C", "C", "N", "N", "C", "C", "C", "C", "C", "N", "H", "H", "H", "H", "H", "H", "H", "H", "H", "O", "Cl", "O", "O", "O"], "xyz": [[-0.0438, -0.1060, 0.3079], [-3.3553, 0.3624, 3.5496], [-3.0571, 1.5026, 2.7035], [-1.9740, 1.4322, 1.9810], [-1.1732, 0.4885, 2.0056], [-1.7981, 2.5400, 1.2250], [-0.8061, 2.5291, 0.2234], [-4.1303, 0.7067, 4.2217], [-2.4726, 0.0603, 4.1010], [-3.7177, -0.4542, 2.9348], [-2.5615, 3.1994, 1.1740], [-0.3477, 3.4330, 0.2157], [-1.2625, 2.3944, -0.6795], [0.7149, -6.0337, -0.1972], [1.7361, -5.7083, 0.6949], [1.9270, -4.4005, 1.0924], [1.0842, -3.4201, 0.5919], [0.0664, -3.7347, -0.2884], [-0.1186, -5.0481, -0.6897], [1.2146, -2.0251, 0.9332], [2.1794, -1.7815, 1.6594], [2.4356, -0.4107, 2.0383], [3.3678, -0.2579, 3.0370], [3.7011, 1.0224, 3.4499], [3.1056, 2.1026, 2.8269], [2.1978, 1.8565, 1.8161], [1.8549, 0.6263, 1.4174], [0.5732, -7.0612, -0.5056], [2.3863, -6.4829, 1.0780], [2.7179, -4.1364, 1.7823], [-0.5863, -2.9656, -0.6631], [-0.9109, -5.2922, -1.3842], [3.8151, -1.1415, 3.4708], [4.4272, 1.1703, 4.2385], [3.3433, 3.1201, 3.1044], [1.7272, 2.6754, 1.2908], [-1.8336, -1.0282, -0.4821], [-1.6126, -0.3202, -1.7724], [-1.9855, -1.1342, -2.8676], [-0.1485, -0.0310, -1.7979], [-2.3287, 0.9337, -1.7352]]}

Record 6
{"formula": "C13H15Cl2NO3Si", "method": "ωB97M-V with the def2-TZVPD basis set", "orbital_gap_ev": 9.445, "relative_energy_kcal_mol": 37.36, "e_homo_ev": -9.53, "mol_weight_g_mol": 332.26, "spin_multiplicity": 1, "species": ["N", "O", "Cl", "Cl", "C", "O", "O", "C", "C", "C", "C", "C", "C", "C", "C", "C", "C", "C", "C", "Si", "H", "H", "H", "H", "H", "H", "H", "H", "H", "H", "H", "H", "H", "H", "H"], "xyz": [[-3.4816, 0.0589, -2.9750], [0.1909, -2.3600, 0.2092], [3.5415, 2.6784, -0.4138], [2.3582, -2.6940, 2.5757], [-2.6490, 0.1095, -2.1766], [0.6630, 1.3882, -0.1535], [-0.7391, -0.6690, 1.3920], [0.3300, -1.3097, 0.7947], [4.1530, 0.5895, 1.0964], [3.9678, -0.6306, 1.7100], [3.1480, 1.2186, 0.4477], [2.6986, -1.2707, 1.5843], [1.8561, 0.7004, 0.2976], [1.6389, -0.5736, 0.8915], [0.8754, 2.6856, -0.7244], [-0.3040, -0.7100, -2.1044], [-2.9949, -2.0882, 0.5085], [-3.3438, 0.6617, 0.9269], [-1.4691, -0.0053, -1.4356], [-2.0087, -0.5753, 0.2873], [5.0933, 1.0903, 1.0855], [4.7823, -1.1875, 2.2425], [1.2778, 3.4151, 0.0196], [1.5847, 2.6151, -1.5495], [0.0016, 3.0423, -1.2582], [0.6004, -0.8598, -1.4375], [-0.6970, -1.7089, -2.4392], [0.0748, -0.1458, -3.0475], [-2.3351, -2.9129, 0.1779], [-3.3023, -2.2464, 1.5732], [-3.7980, -2.0123, -0.2775], [-2.7418, 1.5466, 1.0444], [-3.6684, 0.3475, 1.9535], [-4.2502, 0.8393, 0.2927], [-1.0534, 0.9728, -1.1186]]}